1.
16
Properties=species:S:1:pos:R:3:mulliken_charge:R:1 method="wB97M-V/def2-TZVPD" de_lowest_kcal_mol=84.0 e_homo_ev="-8.417 / -8.417" orbital_gap_ha="0.2950 / 0.2950" lumo_energy_ev="-0.4 / -0.4" spin_multiplicity=1
C -0.25602 -0.40437 -2.17793 -1.10
C -0.88428 0.27824 -0.94043 -0.43
C 0.17547 0.56570 0.04635 -0.37
C 0.21468 0.32687 2.20460 -1.15
C 0.76859 -0.53331 0.76195 0.34
O 0.43057 -1.74002 0.61927 -0.72
H 0.25659 -1.31656 -1.86752 0.34
H -1.05858 -0.66919 -2.87601 0.32
H 0.45589 0.25496 -2.68479 0.33
H -1.43473 1.17125 -1.24088 0.36
H -1.56177 -0.45021 -0.48482 0.23
H 0.63615 1.55283 0.05429 0.47
H -0.83210 0.13989 2.39964 0.34
H 0.80701 -0.24746 2.92179 0.36
H 0.43657 1.38304 2.33951 0.38
H 1.84596 -0.31167 0.92498 0.29


2.
16
Properties=species:S:1:pos:R:3:mulliken_charge:R:1 method="wB97M-V/def2-TZVPD" de_lowest_kcal_mol=73.2 smiles=OC1CCCC1 e_homo_ev=-9.648 orbital_gap_ha=0.3912 lumo_energy_ev=1.0 spin_multiplicity=1
O -2.00510 0.18654 0.65624 -0.53
C -1.00615 0.21695 -0.36034 0.21
C -0.29329 -1.18334 -0.39202 -0.80
C 1.18667 -0.88932 -0.02949 -0.51
C 1.22779 0.53087 0.63406 -0.72
C 0.02908 1.25737 -0.11301 -0.59
H -2.61612 -0.50502 0.36312 0.30
H -1.51797 0.96853 -1.13969 0.24
H -0.72793 -1.87274 0.35538 0.33
H -0.38366 -1.66495 -1.36375 0.31
H 1.79841 -0.90466 -0.94111 0.28
H 1.60888 -1.66549 0.63054 0.31
H 1.08824 0.42951 1.71127 0.29
H 2.22028 0.97956 0.46696 0.34
H -0.97099 2.01738 -0.20804 0.23
H 0.43999 1.69000 -1.01981 0.29


3.
16
Properties=species:S:1:pos:R:3:mulliken_charge:R:1 method="wB97M-V/def2-TZVPD" de_lowest_kcal_mol=107.6 e_homo_ev=-8.680 orbital_gap_ha=0.3313 lumo_energy_ev=0.3 spin_multiplicity=1
C -1.36344 0.51963 1.56712 -1.24
C -1.11209 -0.09884 0.18733 -0.55
C 0.25216 0.31956 -0.37872 0.44
C 0.73483 -0.44489 -1.62313 -0.68
O 2.11922 -0.76330 -1.26048 -0.46
C 1.41205 -0.15198 0.49885 -0.76
H -1.34054 1.61753 1.52048 0.32
H -0.58630 0.19417 2.27445 0.34
H -2.33619 0.21784 1.97598 0.35
H -1.90799 0.19485 -0.51432 0.32
H -1.13376 -1.19604 0.26486 0.31
H 0.24612 1.40399 -0.57799 0.38
H 0.76236 0.15250 -2.54113 0.30
H 0.16677 -1.36920 -1.81379 0.30
H 2.08781 0.67562 0.77405 0.13
H 1.99900 -1.27144 -0.35355 0.48


4.
16
Properties=species:S:1:pos:R:3:mulliken_charge:R:1 method="wB97M-V/def2-TZVPD" de_lowest_kcal_mol=43.4 smiles="C/C=C/O.C=C" e_homo_ev=-8.518 orbital_gap_ha=0.3444 lumo_energy_ev=0.9 spin_multiplicity=1
C -0.12301 -1.82963 0.23977 -0.98
C 0.78885 -0.77139 -0.30411 -0.07
C 1.83908 -0.30858 0.36430 -0.19
O 2.67094 0.65524 -0.13804 -0.48
H 0.26728 -2.24242 1.17631 0.31
H -1.12845 -1.43574 0.43585 0.19
H -0.23281 -2.65649 -0.46957 0.29
H 0.56516 -0.35178 -1.28229 0.35
H 2.08857 -0.68643 1.35629 0.24
H 3.34779 0.84966 0.51785 0.34
C -2.24148 1.22194 -0.58046 -0.46
C -1.12638 1.71469 -0.05378 -0.50
H -2.39835 1.17244 -1.65598 0.23
H -3.04663 0.83961 0.04244 0.26
H -0.95897 1.74250 1.02005 0.22
H -0.31160 2.08638 -0.66862 0.24


5.
16
Properties=species:S:1:pos:R:3:mulliken_charge:R:1 method="wB97M-V/def2-TZVPD" de_lowest_kcal_mol=35.0 smiles=CCOC1CC1 e_homo_ev=-9.405 orbital_gap_ha=0.3900 lumo_energy_ev=1.2 spin_multiplicity=1
C 2.56672 0.04688 -0.20848 -1.09
C 1.23631 0.27196 0.49484 -0.36
O 0.21215 0.45003 -0.47867 -0.38
C -0.87742 -0.39751 -0.29403 0.03
C -1.97005 -0.02606 0.67241 -0.51
C -2.18213 0.05614 -0.82469 -0.58
H 3.37551 -0.13634 0.51007 0.36
H 2.83547 0.93765 -0.78611 0.27
H 2.48702 -0.81185 -0.88530 0.28
H 0.98907 -0.57007 1.14816 0.39
H 1.30518 1.16282 1.13665 0.28
H -0.64424 -1.46568 -0.35296 0.39
H -2.45785 -0.81565 1.24080 0.24
H -1.87359 0.92277 1.19428 0.23
H -2.80228 -0.68370 -1.32294 0.23
H -2.19988 1.05860 -1.24402 0.22


6.
16
Properties=species:S:1:pos:R:3:mulliken_charge:R:1 method="wB97M-V/def2-TZVPD" de_lowest_kcal_mol=60.4 e_homo_ev=-8.399 orbital_gap_ha=0.3384 lumo_energy_ev=0.8 spin_multiplicity=1
C -0.94376 -0.58797 -1.18565 -1.48
C -0.97006 -0.07853 0.25837 0.86
C 0.30768 -0.40321 1.09105 -0.57
C 1.60784 -0.39439 0.28930 -1.11
C -1.06921 1.41686 0.45918 -0.81
O -0.33304 1.99130 -0.48064 -0.30
H -0.12747 -0.14055 -1.75917 0.35
H -1.88183 -0.33667 -1.69369 0.38
H -0.83141 -1.67804 -1.22017 0.35
H -1.82465 -0.52449 0.78102 0.31
H 0.17792 -1.36856 1.59129 0.35
H 1.69277 0.51263 -0.31890 0.27
H 2.47261 -0.43408 0.96011 0.37
H 1.66823 -1.25831 -0.38089 0.27
H 0.37591 0.34519 1.89402 0.34
H -0.32152 2.93883 -0.28522 0.42


7.
16
Properties=species:S:1:pos:R:3:mulliken_charge:R:1 method="wB97M-V/def2-TZVPD" de_lowest_kcal_mol=23.1 smiles=C[C@@H](O)C1CC1 e_homo_ev=-10.172 orbital_gap_ha=0.4145 lumo_energy_ev=1.1 spin_multiplicity=1
C 1.20276 -1.60814 0.06571 -1.30
C 0.30084 -0.50557 -0.48002 0.19
O -0.24425 -0.85122 -1.74749 -0.55
C -0.78832 -0.14633 0.50224 -0.15
C -0.48128 0.76686 1.65064 -0.56
C -1.35119 1.24370 0.52149 -0.64
H 0.61963 -2.50168 0.31826 0.31
H 1.70702 -1.26352 0.97622 0.33
H 1.96033 -1.88787 -0.67244 0.35
H 0.91492 0.38884 -0.65608 0.23
H -1.10707 -1.25587 -1.59279 0.37
H -1.48186 -0.96464 0.70847 0.45
H -0.94617 0.55970 2.60993 0.25
H 0.53094 1.15786 1.72040 0.25
H -0.92828 1.95848 -0.17969 0.22
H -2.41207 1.37458 0.71344 0.26


8.
16
Properties=species:S:1:pos:R:3:mulliken_charge:R:1 method="wB97M-V/def2-TZVPD" de_lowest_kcal_mol=78.3 e_homo_ev=-9.190 orbital_gap_ha=0.3770 lumo_energy_ev=1.1 spin_multiplicity=1
C -0.79736 1.46108 0.57458 -1.26
C 0.40017 0.49025 0.54155 -0.18
C 0.05037 -0.96368 0.88715 -0.59
C -0.17138 -1.40946 -0.56915 -0.75
C 0.76042 -0.33757 -1.06847 0.10
O 0.43136 0.49172 -2.13285 -0.64
H -0.54875 2.44856 0.16146 0.40
H -1.63684 1.06441 -0.00729 0.31
H -1.15906 1.62866 1.60367 0.35
H 1.26424 0.92358 1.07349 0.34
H 0.92250 -1.46735 1.31597 0.26
H -0.80007 -1.10305 1.55848 0.34
H 0.10445 -2.43312 -0.83367 0.33
H -1.19035 -1.20599 -0.91601 0.24
H 1.82736 -0.58850 -1.01994 0.32
H 0.54294 1.00045 -1.16896 0.41


9.
16
Properties=species:S:1:pos:R:3:mulliken_charge:R:1 method="wB97M-V/def2-TZVPD" de_lowest_kcal_mol=89.6 e_homo_ev=-8.542 orbital_gap_ha=0.3293 lumo_energy_ev=0.4 spin_multiplicity=1
C -0.69102 0.63983 -1.36858 -1.10
C -0.02194 -1.08706 0.31132 -0.59
C 1.37743 -1.22507 -0.15099 -0.85
C -0.25459 1.09811 0.05296 -0.56
C -0.22229 0.02908 1.20997 0.32
O -1.41892 -0.00535 1.95417 -0.53
H -0.15332 -0.19731 -1.82759 0.28
H -1.74875 0.36480 -1.38072 0.32
H -0.53274 1.49598 -2.02520 0.37
H 2.07386 -0.38167 -0.00303 0.27
H 1.45541 -1.59785 -1.17879 0.34
H 1.70872 -2.04656 0.50194 0.37
H 0.72922 1.57993 0.01697 0.38
H -0.99307 1.83530 0.37459 0.33
H 0.59819 0.26411 1.90679 0.29
H -1.90620 -0.76628 1.60618 0.37


10.
16
Properties=species:S:1:pos:R:3:mulliken_charge:R:1 method="wB97M-V/def2-TZVPD" de_lowest_kcal_mol=119.2 e_homo_ev=-7.047 orbital_gap_ha=0.2939 lumo_energy_ev=1.0 spin_multiplicity=1
C -1.86750 0.35307 -0.68373 -1.14
C -0.99241 -0.27813 0.34735 0.13
C -0.57908 -1.67889 0.38745 -0.35
O 0.29312 -0.69253 -0.19334 -0.10
C 1.44576 0.02611 0.85890 -0.51
C 1.83986 1.15899 -0.07268 -0.83
H -1.47942 1.35817 -0.88128 0.24
H -2.89416 0.44783 -0.32386 0.36
H -1.84664 -0.21840 -1.61402 0.31
H -0.83420 0.26138 1.27908 0.45
H -0.96998 -2.38247 -0.34210 0.22
H -0.18618 -2.08364 1.31620 0.29
H 2.21819 -0.75796 0.76838 0.13
H 2.35218 0.89168 -1.01147 0.27
H 2.51741 1.79766 0.50609 0.37
H 0.98306 1.79713 -0.34098 0.16


11.
16
Properties=species:S:1:pos:R:3:mulliken_charge:R:1 method="wB97M-V/def2-TZVPD" de_lowest_kcal_mol=71.2 smiles="C/C=C(/C)CO" e_homo_ev=-7.851 orbital_gap_ha=0.3224 lumo_energy_ev=0.9 spin_multiplicity=1
C 1.71399 0.55045 -0.47485 -0.98
C 0.63082 0.60454 0.57013 -0.39
C -0.55828 -0.01535 0.33302 0.48
C -1.79087 0.76161 -0.02317 -1.32
C -0.27222 -1.47325 0.01468 -0.44
O 0.74105 -1.78850 0.97126 -0.48
H 2.74760 0.33167 -0.20994 0.30
H 1.66604 1.59854 -0.81304 0.30
H 1.41453 -0.04561 -1.34443 0.30
H 0.77968 1.36793 1.32296 0.39
H -1.88343 1.69476 0.54215 0.34
H -2.73782 0.21676 -0.02224 0.34
H -1.60376 1.07132 -1.06777 0.26
H 0.15616 -1.64412 -0.97886 0.22
H -1.11341 -2.16787 0.14880 0.30
H 0.40665 -1.29078 1.73735 0.39


12.
16
Properties=species:S:1:pos:R:3:mulliken_charge:R:1 method="wB97M-V/def2-TZVPD" de_lowest_kcal_mol=12.1 e_homo_ev=-8.479 orbital_gap_ha=0.3444 lumo_energy_ev=0.9 spin_multiplicity=1
C 1.18738 -1.23491 1.82815 -1.14
C 0.89528 -0.09943 0.88895 -0.03
C -0.26797 0.15820 0.28257 0.38
O -1.42297 -0.55106 0.46345 -0.51
C -0.46288 1.23396 -0.74636 -0.49
C -0.78367 0.63496 -2.11932 -1.09
H 0.32688 -1.89579 1.99310 0.30
H 1.99047 -1.86643 1.42921 0.27
H 1.51244 -0.88121 2.81356 0.28
H 1.72534 0.56249 0.65637 0.27
H -1.27447 -1.23185 1.13205 0.28
H -1.28339 1.89096 -0.43096 0.30
H 0.44541 1.84334 -0.79803 0.26
H -0.91430 1.41830 -2.87270 0.33
H -1.70190 0.04232 -2.07349 0.29
H 0.02834 -0.02384 -2.44656 0.30


13.
16
Properties=species:S:1:pos:R:3:mulliken_charge:R:1 method="wB97M-V/def2-TZVPD" de_lowest_kcal_mol=53.6 smiles=COC1(C)CC1 e_homo_ev=-9.426 orbital_gap_ha=0.3837 lumo_energy_ev=1.0 spin_multiplicity=1
C -1.44484 1.43617 -0.05074 -0.76
O -1.09500 0.16985 -0.66154 -0.39
C 0.06284 -0.41501 -0.07625 0.99
C -0.10749 -1.04434 1.28928 -1.04
C 1.39574 0.25928 -0.51619 -0.68
C 0.88426 -0.98176 -1.19763 -0.70
H -1.84769 1.41487 0.94171 0.30
H -0.59417 2.16733 -0.05004 0.30
H -2.22383 1.82210 -0.75603 0.25
H -0.61083 -2.16315 1.21776 0.22
H 0.91245 -1.17610 1.84413 0.27
H -0.75848 -0.26249 1.94881 0.25
H 2.20492 0.31793 0.21354 0.24
H 1.29324 1.24907 -1.03087 0.24
H 0.48436 -0.92267 -2.18435 0.28
H 1.44452 -1.87109 -0.93159 0.25


14.
16
Properties=species:S:1:pos:R:3:mulliken_charge:R:1 method="wB97M-V/def2-TZVPD" de_lowest_kcal_mol=67.3 e_homo_ev=-9.257 orbital_gap_ha=0.3785 lumo_energy_ev=1.0 spin_multiplicity=1
C -0.92980 1.06567 -1.27738 -1.47
C -0.34943 -0.07630 -0.42491 0.22
C 1.13135 0.03382 -0.15173 -0.45
C 1.52142 -1.01005 0.79380 -0.45
O 0.01564 -0.77123 1.95267 -0.53
C -0.97719 -0.21642 1.16797 -0.47
H -0.72321 1.09519 -2.36476 0.38
H -2.01119 0.98296 -1.17470 0.37
H -0.62294 2.03655 -0.87044 0.33
H -0.51950 -1.05355 -0.92028 0.30
H 1.22684 -0.15786 -1.23261 0.31
H 1.48837 1.03007 0.13893 0.31
H 2.47809 -0.88987 1.33318 0.29
H 1.33518 -2.03947 0.49674 0.24
H -1.88898 -0.84148 1.06846 0.30
H -1.24191 0.82815 1.42914 0.32


15.
16
Properties=species:S:1:pos:R:3:mulliken_charge:R:1 method="wB97M-V/def2-TZVPD" de_lowest_kcal_mol=38.5 smiles="C[C@H]1CCC1=O.[H][H]" e_homo_ev=-9.491 orbital_gap_ha=0.3830 lumo_energy_ev=0.9 spin_multiplicity=1
C -1.10414 0.85594 0.84035 -1.34
C -0.36171 -0.37367 0.34436 0.41
C -0.86229 -1.12225 -0.92303 -0.71
C 0.57437 -1.13551 -1.50740 -0.44
C 0.95282 -0.14740 -0.40556 0.27
O 1.87125 0.61429 -0.25204 -0.53
H -0.53590 1.36006 1.62836 0.30
H -1.25513 1.57352 0.02587 0.33
H -2.08671 0.58555 1.24157 0.36
H -0.18601 -1.07932 1.16798 0.27
H -1.32430 -2.09771 -0.75567 0.29
H -1.54400 -0.50350 -1.51503 0.27
H 1.08854 -2.09512 -1.38490 0.23
H 0.72217 -0.78378 -2.53227 0.29
H 2.04434 2.38369 2.32184 0.22
H 2.00671 1.96521 1.70558 -0.24